a | {
  "formula": "C15H60N30O15",
  "method": "ωB97M-V/def2-TZVPD",
  "spin_multiplicity": 1,
  "homo_ev": -8.78,
  "orbital_gap_ev": 8.778,
  "symbols": ["C", "O", "N", "N", "H", "H", "H", "H", "C", "O", "N", "N", "H", "H", "H", "H", "C", "O", "N", "N", "H", "H", "H", "H", "C", "O", "N", "N", "H", "H", "H", "H", "C", "O", "N", "N", "H", "H", "H", "H", "C", "O", "N", "N", "H", "H", "H", "H", "C", "O", "N", "N", "H", "H", "H", "H", "C", "O", "N", "N", "H", "H", "H", "H", "C", "O", "N", "N", "H", "H", "H", "H", "C", "O", "N", "N", "H", "H", "H", "H", "C", "O", "N", "N", "H", "H", "H", "H", "C", "O", "N", "N", "H", "H", "H", "H", "C", "O", "N", "N", "H", "H", "H", "H", "C", "O", "N", "N", "H", "H", "H", "H", "C", "O", "N", "N", "H", "H", "H", "H"],
  "coordinates": [[-10.31898, -28.59328, 9.79813], [-9.94486, -29.28716, 8.87800], [-9.53108, -28.23937, 10.80355], [-11.55060, -28.14499, 10.03423], [-8.56792, -28.54227, 10.82971], [-10.01493, -27.93409, 11.63589], [-11.76243, -27.54006, 10.81480], [-12.32421, -28.22747, 9.39015], [-11.41804, -24.77855, 5.91583], [-11.98283, -24.18753, 5.00689], [-10.93773, -25.97799, 5.73488], [-11.15856, -24.38688, 7.08233], [-10.89573, -26.54318, 4.89889], [-10.16475, -26.06727, 6.37882], [-11.51255, -23.48492, 7.36738], [-10.39792, -24.84732, 7.56140], [-9.91418, -28.80100, 2.53185], [-10.10169, -28.85027, 3.71819], [-9.33292, -29.77070, 1.91058], [-10.37059, -27.91581, 1.70340], [-9.89843, -29.95205, 1.09362], [-9.07626, -30.57983, 2.45787], [-10.83164, -27.16763, 2.20118], [-9.97975, -27.76509, 0.78436], [-12.97530, -21.42574, 7.84342], [-11.79825, -21.76159, 7.81793], [-13.88199, -22.14684, 7.25734], [-13.44762, -20.23542, 8.26131], [-14.72041, -21.62204, 7.05302], [-13.41288, -22.73715, 6.58536], [-12.65761, -19.70955, 8.60690], [-14.23451, -19.69362, 7.93364], [-11.26530, -20.82443, 3.87341], [-11.24469, -19.58751, 3.89249], [-10.90023, -21.53724, 2.81242], [-11.19793, -21.59555, 4.93521], [-10.99389, -22.53984, 2.89055], [-10.45540, -21.04011, 2.05407], [-11.23634, -21.29805, 5.89963], [-11.43341, -22.57701, 4.89784], [-8.18199, -23.67874, 2.35641], [-8.43513, -24.16410, 1.24726], [-7.95484, -22.40174, 2.50544], [-8.20776, -24.35883, 3.41417], [-7.75503, -21.92519, 1.63764], [-7.82622, -21.88724, 3.36501], [-8.10922, -25.34462, 3.21766], [-7.87005, -24.01135, 4.30035], [-7.67746, -26.30166, 7.12335], [-8.71169, -25.86546, 7.46859], [-7.47259, -27.53069, 7.37852], [-6.71725, -25.73630, 6.56393], [-6.70006, -27.93598, 6.86957], [-8.26454, -27.99193, 7.80301], [-6.75810, -24.72874, 6.50697], [-6.13822, -26.30913, 5.96667], [-11.59251, -23.11292, 11.26547], [-12.46571, -22.35631, 11.63652], [-10.65220, -22.67940, 10.53912], [-11.71563, -24.36924, 11.32169], [-9.81220, -23.24021, 10.53849], [-10.67021, -21.68271, 10.37671], [-12.52990, -24.79946, 11.73639], [-10.91956, -24.88452, 10.97404], [-13.81740, -26.05979, 1.60172], [-14.21030, -26.60888, 0.58564], [-14.09095, -26.42419, 2.82740], [-13.01635, -24.97791, 1.65494], [-14.63484, -27.27152, 2.90675], [-13.85129, -25.92483, 3.67198], [-12.80895, -24.47707, 0.80274], [-12.34693, -24.88465, 2.40545], [-7.95599, -24.10019, 10.64810], [-7.53270, -23.23511, 9.90241], [-8.62319, -25.16006, 10.34512], [-7.59015, -24.19765, 11.91303], [-8.75863, -25.12038, 9.34502], [-8.20585, -26.03816, 10.61874], [-6.94964, -23.45088, 12.14144], [-8.12397, -24.85393, 12.46478], [-12.90156, -28.80070, 6.72130], [-12.92878, -28.34446, 7.81167], [-13.89413, -28.88317, 5.85438], [-11.82469, -29.36182, 6.20142], [-13.82077, -29.19959, 4.89803], [-14.43094, -28.03381, 5.95696], [-11.14171, -29.39250, 6.94486], [-11.50827, -29.02458, 5.30350], [-7.62751, -31.94844, 8.09156], [-6.74636, -31.32212, 8.63255], [-7.61596, -33.16676, 7.83724], [-8.63717, -31.32449, 7.55663], [-6.94286, -33.81427, 8.22166], [-8.36805, -33.65448, 7.37185], [-9.27079, -31.79830, 6.92883], [-8.79069, -30.38554, 7.89563], [-7.55637, -21.82281, 6.53930], [-7.25979, -21.68069, 5.38368], [-8.68605, -21.40684, 7.01418], [-6.82723, -22.34460, 7.48423], [-9.23451, -20.68946, 6.56180], [-8.69307, -21.40703, 8.02416], [-7.13869, -22.44261, 8.44000], [-5.91283, -22.70263, 7.24808], [-14.47445, -25.07121, 9.60016], [-15.00786, -25.98791, 10.22287], [-14.86816, -23.84357, 9.71909], [-13.54878, -25.23854, 8.68832], [-15.67815, -23.58351, 10.26350], [-14.36531, -23.34638, 8.99794], [-13.39093, -26.17464, 8.34351], [-13.26581, -24.40455, 8.19386], [-8.73109, -19.21364, 10.13568], [-9.38942, -20.17814, 10.06285], [-8.11222, -18.78992, 11.21543], [-8.65380, -18.29381, 9.16991], [-8.18535, -19.33051, 12.06544], [-7.54665, -17.95711, 11.29696], [-8.87230, -18.66927, 8.25811], [-8.31402, -17.35343, 9.31247]]
}

---

b | {
  "formula": "C15H60N30O15",
  "method": "ωB97M-V/def2-TZVPD",
  "spin_multiplicity": 1,
  "homo_ev": -7.99,
  "orbital_gap_ev": 7.198,
  "symbols": ["C", "O", "N", "N", "H", "H", "H", "H", "C", "O", "N", "N", "H", "H", "H", "H", "C", "O", "N", "N", "H", "H", "H", "H", "C", "O", "N", "N", "H", "H", "H", "H", "C", "O", "N", "N", "H", "H", "H", "H", "C", "O", "N", "N", "H", "H", "H", "H", "C", "O", "N", "N", "H", "H", "H", "H", "C", "O", "N", "N", "H", "H", "H", "H", "C", "O", "N", "N", "H", "H", "H", "H", "C", "O", "N", "N", "H", "H", "H", "H", "C", "O", "N", "N", "H", "H", "H", "H", "C", "O", "N", "N", "H", "H", "H", "H", "C", "O", "N", "N", "H", "H", "H", "H", "C", "O", "N", "N", "H", "H", "H", "H", "C", "O", "N", "N", "H", "H", "H", "H"],
  "coordinates": [[1.89170, -5.40518, -3.57650], [1.47580, -6.50379, -3.85441], [3.09016, -5.14417, -3.97477], [1.33180, -4.57040, -2.70278], [3.54920, -5.90208, -4.45950], [3.23853, -4.16831, -4.18875], [0.48145, -4.87347, -2.24985], [1.76995, -3.66943, -2.57478], [-0.11249, 0.17484, -0.14273], [-1.07816, 0.36609, -0.90795], [0.93330, -0.45670, -0.55716], [-0.05748, 0.54322, 1.11982], [1.76239, -0.39835, 0.01669], [0.96389, -0.63748, -1.55038], [-0.77965, 1.18426, 1.41586], [0.73010, 0.18046, 1.63772], [5.10508, 1.26144, 2.19441], [4.55351, 0.19896, 1.99890], [4.81677, 2.35206, 1.56729], [5.95546, 1.48012, 3.18465], [4.05484, 2.22548, 0.91647], [4.94479, 3.24232, 2.02679], [6.45601, 2.35685, 3.15476], [6.34233, 0.68467, 3.67217], [-5.82766, -0.16590, 3.25765], [-5.62002, -1.06249, 2.42149], [-6.58466, -0.27386, 4.20695], [-5.24322, 0.99913, 3.31413], [-6.91293, -1.21752, 4.35483], [-6.67357, 0.49590, 4.85476], [-4.70278, 1.33916, 2.53156], [-5.34300, 1.57681, 4.13659], [-2.34280, 4.90133, -4.33860], [-3.03949, 4.80886, -5.34928], [-1.57552, 5.91776, -4.19826], [-2.33286, 4.20124, -3.23479], [-1.44309, 6.54465, -4.97902], [-0.89823, 6.03579, -3.45837], [-3.01038, 3.47894, -3.03638], [-1.74097, 4.45237, -2.45589], [7.07734, 1.18297, -2.56413], [7.40965, 0.00336, -2.64573], [5.79715, 1.67586, -2.39543], [8.03523, 2.09462, -2.52985], [5.73218, 2.68124, -2.46658], [5.07733, 1.09281, -2.79796], [8.99930, 1.82050, -2.65455], [7.79568, 3.06992, -2.42260], [-3.63693, -5.27592, -1.63046], [-4.07767, -6.19760, -0.92076], [-3.50382, -4.05087, -1.20322], [-3.13658, -5.54112, -2.78231], [-3.89733, -3.71537, -0.33566], [-2.87708, -3.44890, -1.71791], [-3.38616, -6.46624, -3.10160], [-2.71297, -4.77992, -3.29343], [6.05819, -3.87938, -0.04149], [6.13392, -4.13315, 1.15225], [5.07547, -3.36432, -0.66363], [7.02587, -4.27229, -0.86799], [4.48655, -2.82072, -0.04900], [5.07289, -3.22221, -1.66358], [7.03740, -3.86446, -1.79192], [7.82724, -4.70951, -0.43585], [-1.86167, 1.87573, 7.52916], [-1.70807, 0.79902, 8.19962], [-1.56209, 1.94843, 6.27097], [-1.87956, 3.11111, 8.05840], [-1.74935, 2.87293, 5.90994], [-1.40803, 1.11649, 5.71942], [-2.14009, 3.85003, 7.42105], [-1.64190, 3.40213, 8.99593], [2.26573, -1.10725, 6.34506], [1.44276, -1.09432, 5.42320], [1.89415, -1.34823, 7.56967], [3.53623, -0.97276, 6.18023], [0.91201, -1.53254, 7.71633], [2.52177, -1.35017, 8.36100], [3.81605, -0.94097, 5.21029], [4.17800, -1.34205, 6.86716], [-2.74853, 5.02624, 2.45942], [-3.27147, 4.33566, 1.55277], [-3.38665, 5.69892, 3.40363], [-1.44294, 5.30619, 2.44787], [-2.93439, 6.35714, 4.02194], [-4.39434, 5.63507, 3.42794], [-0.80185, 4.98347, 1.73727], [-1.10855, 5.73920, 3.29686], [2.71807, -0.30126, -5.66633], [2.60992, -1.01524, -4.68450], [1.94461, 0.73735, -5.79838], [3.71794, -0.40611, -6.43350], [2.02027, 1.27669, -6.64897], [1.21238, 0.81072, -5.10661], [4.06215, 0.43685, -6.87059], [4.33982, -1.13000, -6.10283], [-2.94615, -1.03124, -6.07648], [-2.37251, -2.01486, -5.77289], [-3.49232, -0.85186, -7.26092], [-3.19277, -0.08030, -5.19090], [-3.22704, -1.41942, -8.05314], [-3.91678, -0.01707, -7.63914], [-2.65858, -0.07162, -4.33377], [-3.68371, 0.77060, -5.42555], [-6.76552, 3.02188, -1.87606], [-7.65518, 2.94472, -2.67793], [-5.77702, 2.24408, -1.88042], [-6.62899, 4.00631, -1.01414], [-5.27707, 2.33502, -1.00756], [-5.81971, 1.47420, -2.53277], [-5.74298, 4.49092, -0.99847], [-7.46071, 4.57699, -0.96235], [-1.27723, -4.61616, 2.89610], [-1.72207, -5.64271, 2.34045], [-1.80612, -3.95328, 3.84228], [-0.13023, -4.06439, 2.64256], [-2.68991, -4.12350, 4.30058], [-1.23686, -3.28538, 4.34221], [0.43372, -4.51395, 1.93549], [0.35243, -3.39032, 3.21942]]
}

---

Which structure wins on stability? a wins.

---

a | {
  "formula": "C2O2S2",
  "method": "ωB97M-V/def2-TZVPD",
  "spin_multiplicity": 1,
  "homo_ev": -9.85,
  "orbital_gap_ev": 9.411,
  "symbols": ["C", "C", "O", "O", "S", "S"],
  "coordinates": [[0.11655, 1.27439, -0.78023], [-0.22983, -1.98234, 1.01706], [-0.93416, 1.34090, -0.33073], [1.17546, 1.29703, -1.19611], [-0.54428, -2.20721, 2.52404], [0.23209, -1.42882, -0.37418]]
}

---

b | {
  "formula": "C2O2S2",
  "method": "ωB97M-V/def2-TZVPD",
  "spin_multiplicity": 1,
  "homo_ev": -10.43,
  "orbital_gap_ev": 10.873,
  "smiles": "O=C=S.O=C=S",
  "symbols": ["O", "C", "S", "O", "C", "S"],
  "coordinates": [[1.17646, -1.95584, 0.37376], [0.27181, -1.46422, 0.87641], [-0.81809, -0.69191, 1.64997], [-0.90868, -0.62505, -2.64123], [-0.21651, 0.12320, -2.10269], [0.67894, 1.09844, -1.23741]]
}

---

Which structure wins on stability? b wins.

---

a | {
  "formula": "C2H3FO2S",
  "method": "ωB97M-V/def2-TZVPD",
  "spin_multiplicity": 1,
  "homo_ev": -9.63,
  "orbital_gap_ev": 9.522,
  "smiles": "CC(=O)OSF",
  "symbols": ["C", "C", "O", "O", "S", "F", "H", "H", "H"],
  "coordinates": [[-0.04945, 0.13542, -0.18745], [-0.15525, 0.19179, -1.66654], [0.50393, 0.74990, -2.47369], [-1.24772, -0.65786, -2.08296], [-2.35180, -1.51050, -1.14512], [-1.54433, -2.95286, -1.01513], [-1.02509, 0.39776, 0.22016], [0.82005, 0.60502, 0.19308], [0.02448, -1.07328, -0.06035]]
}

---

b | {
  "formula": "C2H3FO2S",
  "method": "ωB97M-V/def2-TZVPD",
  "spin_multiplicity": 1,
  "homo_ev": -10.37,
  "orbital_gap_ev": 9.253,
  "symbols": ["C", "C", "O", "O", "F", "S", "H", "H", "H"],
  "coordinates": [[1.16968, -0.06309, 0.54916], [0.02544, 0.54081, 0.77679], [-0.61701, 0.62821, -2.16979], [-1.28957, -1.56773, -1.15800], [-0.89817, 0.00440, 1.56241], [-1.46224, -0.13683, -1.28913], [2.11711, 0.18914, 0.16659], [1.30004, -1.10071, 0.84686], [-0.34530, 1.50581, 0.71510]]
}

---

Which structure wins on stability? a wins.